1.
This record from OMol25 describes a molecular structure, C33H46As3ClFNO3SY at a distorted geometry. The level of theory is ωB97M-V/def2-TZVPD.

```
90
Properties=species:S:1:pos:R:3:forces:R:3
O -20.120 -15.017 -0.775 0.550 1.162 0.370
H -26.418 -11.246 5.448 0.696 -0.875 -0.115
H -21.044 -13.014 3.839 -0.417 -0.171 0.086
C -25.854 -11.902 4.732 -1.535 1.384 -0.285
C -16.184 -15.768 2.233 -0.637 -1.839 1.249
H -15.413 -13.846 2.394 -0.078 0.539 0.463
H -23.455 -16.736 -1.329 -0.557 0.755 -0.283
C -20.651 -13.066 2.828 0.651 -0.585 0.411
H -14.952 -7.284 -4.028 0.023 -0.304 -0.261
C -23.593 -13.443 2.599 -0.570 -0.226 -0.790
H -25.051 -12.450 5.167 0.834 0.239 0.498
C -15.610 -9.386 -0.231 -1.942 0.693 0.617
H -26.037 -15.197 2.780 -0.218 1.158 0.128
H -22.369 -10.466 2.765 0.205 -0.470 -0.514
H -16.462 -8.135 1.295 0.461 1.246 1.373
H -28.046 -11.255 2.808 0.150 0.128 -0.280
H -21.411 -10.417 1.279 1.252 0.751 -0.436
C -16.709 -8.508 -4.036 -0.524 -0.659 -0.641
C -21.911 -14.436 -3.782 0.249 0.246 0.706
C -18.180 -14.750 0.648 -0.027 1.717 -0.685
H -24.294 -15.537 1.080 0.284 0.091 -0.090
C -18.800 -9.986 -4.167 -0.011 1.067 -1.040
C -16.668 -8.776 0.510 1.792 -1.646 -1.656
H -26.397 -14.142 -1.923 -0.480 -0.056 0.375
H -25.172 -16.330 -1.599 -0.402 -0.305 -0.231
As -27.151 -13.266 4.179 1.324 -0.570 -0.249
H -17.381 -10.999 -6.288 0.253 0.729 0.481
H -25.334 -13.361 -3.041 0.184 0.143 -0.274
H -25.591 -11.174 3.936 0.264 -0.803 0.366
H -20.208 -14.080 2.690 -0.337 0.744 0.021
C -19.298 -14.222 -0.205 -0.536 -0.576 -0.101
H -15.169 -10.502 -1.974 1.209 -0.549 -0.474
H -28.904 -12.875 2.675 -0.065 1.294 0.350
H -19.261 -10.233 -1.006 -0.414 -0.290 -0.076
As -22.053 -12.752 1.503 -0.607 0.177 0.657
C -17.130 -16.627 1.668 0.987 0.089 0.382
H -17.118 -17.683 1.864 0.159 -0.189 0.124
H -16.490 -11.565 -3.302 -1.183 -0.600 0.533
C -17.943 -9.078 0.171 -1.097 -0.499 -0.453
C -17.215 -10.583 -1.587 -1.133 0.187 0.631
C -28.430 -12.105 3.350 -0.351 -1.481 -1.334
H -23.297 -14.390 3.030 0.199 -0.411 0.031
H -19.832 -12.338 2.862 -0.165 -0.047 -0.663
C -18.085 -16.098 0.856 -1.157 -1.324 -0.146
H -25.733 -12.466 -1.572 -0.293 -0.204 -0.112
H -14.603 -9.207 0.000 1.177 0.452 0.314
C -24.165 -15.998 -1.786 1.107 -1.327 -0.238
H -26.087 -12.258 0.534 -1.182 -0.027 -0.058
O -19.441 -12.952 -0.313 0.541 -0.096 0.087
As -23.992 -14.251 -1.072 -0.440 0.854 0.275
H -29.128 -11.797 4.096 -0.576 0.208 0.411
H -18.841 -16.784 0.459 0.243 0.484 -0.094
C -25.568 -13.459 -1.989 1.151 0.041 0.185
H -21.983 -15.639 -5.550 -0.026 0.005 0.701
F -22.477 -11.294 -1.531 -0.493 0.715 0.151
Cl -15.112 -16.476 3.450 -0.139 0.470 -0.729
C -14.964 -8.741 -5.687 0.554 1.515 1.082
C -15.908 -10.195 -1.293 -0.910 -0.151 -0.114
C -26.219 -14.105 2.534 -0.130 -0.893 -0.035
C -15.467 -8.103 -4.533 -0.665 -0.508 -0.361
H -19.011 -9.483 -3.228 -0.492 0.176 -0.138
Y -21.327 -12.901 -1.518 0.116 -1.150 -0.064
C -17.226 -13.881 1.203 -0.042 -1.750 0.637
S -18.750 -11.693 -3.806 -0.898 -0.730 0.304
H -24.480 -11.756 0.554 -0.050 -0.664 0.442
C -15.683 -9.750 -6.255 0.917 0.293 0.019
C -24.802 -14.654 0.677 0.077 -0.935 -0.478
C -22.283 -10.816 1.713 -2.035 0.637 0.450
C -18.230 -10.026 -0.804 0.499 -0.095 -0.834
O -20.087 -11.902 -3.075 0.779 -0.162 -0.239
N -21.969 -15.223 -4.622 -0.012 -0.074 -1.244
H -23.156 -10.336 1.156 1.191 -1.048 0.595
H -23.681 -12.746 3.430 -0.217 0.124 -0.102
C -17.417 -11.665 -2.646 2.080 0.512 0.535
H -17.241 -12.840 1.039 -0.193 1.045 -0.319
H -14.020 -8.395 -6.117 -0.300 -0.268 0.139
C -16.254 -14.420 2.056 0.442 0.794 -1.322
H -18.787 -8.610 0.633 -0.215 0.258 0.475
H -17.099 -8.016 -3.147 -0.085 -0.128 -0.135
H -19.563 -9.853 -4.968 0.162 0.002 0.888
H -23.920 -15.942 -2.855 -0.413 -0.217 0.296
H -17.397 -12.633 -2.133 -0.069 -0.077 -0.344
H -15.293 -10.263 -7.077 0.602 -0.631 -1.287
C -25.256 -12.226 1.199 1.032 0.726 0.026
H -26.989 -14.174 1.708 0.471 0.311 1.051
C -17.471 -9.543 -4.689 1.534 1.602 1.158
C -16.876 -10.155 -5.762 -1.928 -1.498 -0.605
C -24.930 -13.604 1.779 -0.219 0.871 0.036
H -25.394 -11.525 2.034 -0.318 -0.130 -0.482
H -25.780 -15.085 0.361 0.380 0.601 0.305
```
Forces are in eV/Å.

ΔE to the lowest compared entry with this formula, charge and spin (eV): 1.335
HOMO level (eV): -10.29
Orbital gap (eV): 8.4
Total charge: +1
Total energy (a.u.): -9269.32531


2.
This record from OMol25 describes a molecular structure, C19H27AlN2 at a distorted geometry. The level of theory is ωB97M-V/def2-TZVPD.

```
49
Properties=species:S:1:pos:R:3:forces:R:3
N -0.165 -0.159 7.170 0.144 0.095 -3.387
C 0.831 -0.955 -1.341 -0.419 -0.057 0.455
H 1.289 1.669 -2.468 -0.207 -0.325 0.557
C 1.500 -2.990 0.099 0.326 0.044 -0.339
H -2.515 -2.371 1.193 -0.029 -0.112 -0.105
H 1.548 -2.982 1.196 -0.351 -0.107 -0.110
H -0.013 3.501 -0.351 -0.002 0.216 -1.190
H 1.578 4.714 -1.725 0.573 0.491 0.098
H -1.653 0.900 -3.083 0.126 -0.267 -0.009
H -0.957 -2.988 1.750 0.017 -0.088 -0.186
Al 0.632 0.796 -0.097 -0.771 -3.723 1.814
H -1.822 -3.824 0.445 -0.109 -0.167 0.201
H -0.884 2.897 -1.813 1.130 0.318 0.230
C 0.737 4.337 -2.268 0.002 -0.516 -0.191
C -1.589 -2.845 0.868 -0.028 -0.012 -0.175
C 1.247 -0.307 2.544 -1.588 0.562 -0.647
C 1.960 -1.100 -2.347 0.127 -0.155 -0.111
H 1.078 3.915 -3.210 0.057 0.241 -0.269
C -2.919 -0.580 -0.972 -0.422 0.260 0.008
C -0.031 -0.092 4.560 -0.447 -0.029 -0.255
C -1.496 -0.996 -0.925 0.624 0.329 0.575
H 2.153 -0.203 -2.948 -0.159 -0.221 0.252
H -3.043 0.363 -1.527 0.036 -0.405 0.150
C 1.159 2.046 -1.442 0.816 3.132 -3.218
H 2.904 -1.369 -1.859 -0.218 0.078 -0.151
C -0.110 -0.127 5.994 -0.126 -0.128 3.218
H 0.053 0.839 -3.533 -0.327 -0.435 0.317
H 2.501 -2.711 -0.260 -0.386 -0.163 0.067
C -0.764 0.258 -3.076 0.089 0.496 0.257
C 1.162 -0.378 3.910 1.462 -0.357 0.723
H 2.065 -0.628 4.481 -0.472 0.139 -0.142
H -1.848 0.728 1.771 0.603 -0.590 0.771
H -2.098 0.510 4.278 0.430 -0.085 -0.109
H -0.956 -0.589 -3.765 0.013 0.185 0.473
C 0.471 -2.076 -0.447 1.956 1.740 -0.757
C -0.474 -0.300 -1.690 0.102 -2.710 -1.791
H -3.344 -0.410 0.024 0.000 -0.240 -0.117
H -3.518 -1.348 -1.479 0.004 0.147 0.177
H 0.780 1.973 0.758 0.386 1.810 1.250
H 2.197 2.260 -1.101 -0.705 0.188 0.326
C -1.046 0.333 2.438 0.661 -0.014 -1.236
H 1.701 -1.916 -3.049 0.151 0.363 0.237
H 0.028 5.123 -2.460 -0.272 0.354 -0.096
N 0.123 0.014 1.840 0.772 0.233 -1.302
H 1.296 -4.013 -0.232 0.001 -0.045 0.194
H 2.179 -0.386 1.965 -0.431 -0.267 0.493
C -0.903 -2.032 -0.170 -1.804 1.181 0.148
C -1.149 0.258 3.794 -0.844 0.239 1.191
C 0.128 3.242 -1.439 -0.491 -1.623 1.711
```
Forces are in eV/Å.

ΔE to the lowest compared entry with this formula, charge and spin (eV): 1.883
HOMO level (alpha / beta) (eV): -16.06 / -16.01
Orbital gap (alpha / beta) (eV): 6.2 / 5.9
Total charge: +2
Total energy (a.u.): -1091.38373


3.
This record from OMol25 describes a molecular structure, C16H25N13PtSi at a distorted geometry. The level of theory is ωB97M-V/def2-TZVPD.

```
56
Properties=species:S:1:pos:R:3:forces:R:3
C 3.816 2.299 2.057 -0.177 -0.175 -0.063
C 4.736 1.474 1.415 0.036 -0.138 -0.111
C 2.451 2.080 1.887 0.238 -0.112 -0.191
H 5.036 -0.199 0.113 -0.109 0.004 -0.004
H 2.475 -0.003 -2.820 -0.028 -0.123 0.161
N -0.612 -1.835 3.466 0.273 0.338 -1.295
C 2.919 0.195 0.419 0.587 0.157 0.113
N -2.569 -4.568 0.104 0.796 1.119 -0.090
C 2.828 -2.855 -0.006 0.274 -0.584 0.209
H 1.732 2.723 2.388 0.029 -0.062 -0.051
C -2.778 2.447 0.720 0.101 0.039 -0.015
H 0.316 1.771 -0.469 -1.050 -0.064 -0.087
N -2.491 2.056 -2.073 -0.049 -0.076 -0.040
N -2.583 -4.588 -1.250 1.757 2.447 0.229
H 2.475 -2.994 1.021 0.003 0.083 -0.079
C -0.804 -2.103 2.147 0.802 0.896 1.453
H 3.917 -2.962 -0.002 0.087 -0.017 0.038
H 3.917 -0.987 -2.538 0.156 0.032 -0.121
C -0.656 1.553 0.028 -0.676 1.587 -0.077
H -1.974 -3.738 2.445 -0.104 -0.134 0.179
H -4.301 0.940 -1.899 0.509 0.317 0.348
H 2.416 -3.668 -0.612 -0.009 0.101 0.007
H -0.850 3.408 -1.890 -0.454 -0.371 0.331
H 5.801 1.643 1.547 -0.061 0.004 -0.010
N -0.166 -1.212 1.359 -0.291 -0.854 2.738
H -0.160 -1.205 -2.389 0.349 -0.107 2.038
C 2.003 1.036 1.074 0.845 0.668 -0.540
N 0.177 -0.734 3.490 -0.343 -0.384 -2.928
C -3.754 1.750 -1.367 0.064 0.031 -0.174
H -2.412 -0.182 1.064 0.010 0.452 -0.625
H 0.930 0.892 0.962 2.608 0.214 -0.273
H -2.581 2.168 1.780 0.028 -0.043 -0.675
H 4.162 3.111 2.690 -0.010 -0.051 -0.047
H 2.416 -1.751 -3.073 -0.034 0.063 0.126
H -2.130 0.022 -2.606 0.198 0.495 0.555
C -1.796 3.151 -1.362 -0.028 0.008 -0.089
Si 2.317 -1.205 -0.671 -2.737 1.230 -0.241
C -1.632 0.855 -2.061 -0.611 0.875 -1.019
N -3.482 1.346 0.029 -0.182 -0.233 0.206
N -1.350 0.457 -0.671 0.372 1.076 -0.166
H -3.425 3.351 0.755 0.377 -0.541 -0.339
N -1.507 2.760 0.034 0.075 0.163 0.262
N -1.563 -3.164 1.739 0.299 0.485 -0.259
Pt -0.160 -1.205 -0.671 3.392 -0.904 -2.974
N 0.446 -0.358 2.222 -1.509 -1.974 3.434
H -2.419 4.073 -1.379 0.132 -0.677 0.149
H -0.681 1.058 -2.603 -0.551 -0.008 0.581
N -1.342 -2.855 -0.661 -2.224 -3.098 0.639
N -1.845 -3.557 -1.713 -1.238 -1.721 0.619
C -1.801 -3.496 0.434 -1.037 -1.571 -1.623
C 4.292 0.428 0.601 -0.278 0.389 0.404
H -3.133 -0.696 -0.481 0.387 0.608 0.053
C -2.615 0.151 0.022 -1.098 0.143 0.426
H -4.425 2.637 -1.384 0.613 -0.338 0.165
C 2.828 -0.964 -2.434 0.705 -0.060 -0.520
H -0.412 1.250 1.071 -1.217 0.394 -0.738
```
Forces are in eV/Å.

<S²>: 2.006
HOMO level (alpha / beta) (eV): 2.73 / -2.47
2S+1: 3
Orbital gap (alpha / beta) (eV): 1.8 / 6.7
Total charge: -2
Total energy (a.u.): -1745.17647


4.
This record from OMol25 describes 2 unconnected molecules or ions with the total composition CH3NO3 at a distorted geometry. The level of theory is ωB97M-V/def2-TZVPD.

```
8
Properties=species:S:1:pos:R:3:forces:R:3
H 0.420 -1.842 -0.983 0.832 -1.753 -0.337
N -0.211 -1.111 -0.828 1.405 3.435 1.847
H 0.779 0.474 3.080 -0.041 -0.073 -0.241
O 2.255 0.066 -0.038 0.477 0.573 0.286
C 1.166 -0.108 0.310 -3.479 -3.510 -3.662
O 0.341 0.035 1.277 -0.070 0.814 1.227
O 0.979 0.915 2.238 0.154 0.488 0.859
H -0.980 -1.415 -0.216 0.721 0.024 0.020
```
Forces are in eV/Å.

ΔE to the lowest compared entry with this formula, charge and spin (eV): 3.800
HOMO level (alpha / beta) (eV): -9.65 / -9.65
Orbital gap (alpha / beta) (eV): 9.8 / 9.8
Total charge: 0
Total energy (a.u.): -320.20296